Entry 1:
An isolated molecule of C4H8O2, computed with ωB97M-V/def2-TZVPD.

Structure (XYZ):
```
14
Properties=species:S:1:pos:R:3
C -0.7537 -0.8106 0.7355
C -0.0244 0.6443 0.1174
C 1.2970 0.1386 -0.4310
O 1.5113 -1.1285 0.1635
C -1.0923 1.0350 -0.8779
O -2.1401 1.5446 -0.5466
H -1.5009 -0.3405 1.3428
H -0.3231 -1.6587 1.3385
H -1.1684 -1.3331 -0.1417
H 0.0769 1.4784 0.8469
H 1.2489 -0.0390 -1.5107
H 2.1808 0.7506 -0.2212
H 1.6242 -0.9690 1.1093
H -0.9361 0.6878 -1.9250
```

Properties
- Energy relative to the best compared isomer or geometry (same formula, charge and spin): 61.9 kcal/mol
- Energy: -8370.5961 eV
- SMILES: C[C@H](C=O)CO



Entry 2:
A 2-piece molecular cluster, C4H8O2 overall, computed with ωB97M-V/def2-TZVPD.

Structure (XYZ):
```
14
Properties=species:S:1:pos:R:3
C -1.2430 -1.7248 -0.2784
O -0.3821 -0.8224 0.4103
C -0.5085 0.4904 0.1912
C 0.4119 1.3857 0.5948
C 1.7471 1.0026 1.0601
O 2.5417 1.7703 1.5650
H -1.2408 -2.6503 0.3015
H -0.8600 -1.9301 -1.2839
H -2.2695 -1.3407 -0.3432
H -1.3847 0.7984 -0.3886
H 0.3358 0.0378 -1.8000
H 0.1854 2.4405 0.4981
H 0.6380 0.5977 -1.4018
H 2.0287 -0.0552 0.8751
```

Properties
- Energy relative to the best compared isomer or geometry (same formula, charge and spin): 81.7 kcal/mol
- Energy: -8369.7397 eV
- SMILES: CO/C=C\C=O.[H][H]



Entry 3:
An isolated molecule of C4H8O2, computed with ωB97M-V/def2-TZVPD.

Structure (XYZ):
```
14
Properties=species:S:1:pos:R:3
O 0.3059 1.7368 0.5300
C -0.6417 0.7277 0.1891
C -0.2113 0.1082 -1.1479
C 0.9950 -0.6355 -0.5976
O 0.4629 -1.3394 0.5253
C -0.5629 -0.5204 1.0790
H 0.7478 1.5158 1.3586
H -1.6318 1.1914 0.1931
H 0.0125 0.8503 -1.9166
H -0.9691 -0.5930 -1.5254
H 1.6996 0.1312 -0.2570
H 1.5065 -1.3430 -1.2487
H -1.5177 -1.0657 1.0605
H -0.3294 -0.2831 2.1263
```

Properties
- Energy relative to the best compared isomer or geometry (same formula, charge and spin): 32.4 kcal/mol
- Energy: -8371.8768 eV
- SMILES: O[C@H]1CCOC1



Entry 4:
C4H8O2 as an isolated structure, computed with ωB97M-V/def2-TZVPD.

Structure (XYZ):
```
14
Properties=species:S:1:pos:R:3
O 1.1255 1.2365 2.0050
C -0.8267 1.5148 -0.3066
C -0.3485 0.2906 -0.4868
C -0.8171 -1.1417 -0.4179
C 0.6808 -1.4497 -0.5763
O 0.9632 -0.0386 -0.7607
H 1.5885 1.2919 1.1595
H -1.8593 1.6831 -0.0270
H -0.1714 2.3733 -0.4182
H 0.2338 1.0013 1.7208
H -1.2944 -1.4676 0.5091
H -1.4292 -1.4354 -1.2740
H 0.9789 -2.0330 -1.4507
H 1.1758 -1.8254 0.3239
```

Properties
- Energy relative to the best compared isomer or geometry (same formula, charge and spin): 51.6 kcal/mol
- Energy: -8371.0436 eV



Entry 5:
An isolated molecule of C4H8O2, computed with ωB97M-V/def2-TZVPD.

Structure (XYZ):
```
14
Properties=species:S:1:pos:R:3
C 0.2838 0.1505 -1.6834
C 0.2030 -0.3223 -0.2323
O 1.4499 -0.1749 0.4263
C -0.8250 0.5958 0.4921
C -0.8538 -0.6814 2.1401
O -0.8585 0.6284 1.9644
H 1.0153 -0.4389 -2.2489
H -0.6821 0.0526 -2.1915
H 0.5981 1.1990 -1.7126
H -0.1140 -1.3773 -0.2084
H 2.0905 -0.7575 -0.0041
H -1.8285 0.3748 0.1249
H -0.4923 1.6108 0.3271
H 0.0136 -0.8595 2.8064
```

Properties
- Energy relative to the best compared isomer or geometry (same formula, charge and spin): 119.1 kcal/mol
- Energy: -8368.1158 eV



Entry 6:
An isolated molecule of C4H8O2, computed with ωB97M-V/def2-TZVPD.

Structure (XYZ):
```
14
Properties=species:S:1:pos:R:3
C -0.3229 1.9452 -0.7378
C -0.8209 1.0412 0.3652
O -0.9342 -0.2892 -0.1615
C 0.0927 -0.9748 0.2554
C 0.2777 -2.1483 -0.6054
O 1.3361 -2.9340 -0.1348
H 0.6405 1.5990 -1.1242
H -0.1895 2.9532 -0.3477
H -1.0186 1.9940 -1.5787
H -1.7863 1.3298 0.7657
H -0.1011 0.9162 1.1766
H 0.4832 -1.7522 -1.6168
H -0.6588 -2.7128 -0.6666
H 1.6834 -2.4836 0.6504
```

Properties
- Energy relative to the best compared isomer or geometry (same formula, charge and spin): 86.2 kcal/mol
- Energy: -8369.5423 eV



Entry 7:
C4H8O2 as an isolated structure, computed with ωB97M-V/def2-TZVPD.

Structure (XYZ):
```
14
Properties=species:S:1:pos:R:3
C 0.8794 -0.3144 1.0778
C 0.4266 -1.6881 1.0217
C 0.2104 1.0928 -0.9844
C -0.4285 0.9639 0.3659
O 1.8378 0.1774 1.5936
O -0.5129 2.2097 1.1229
H 1.2001 -2.4555 1.2118
H -0.0832 -1.7990 0.0550
H -0.3202 -1.8715 1.9180
H -0.4984 0.5882 -1.7293
H 1.0299 0.3336 -1.0918
H 0.5363 2.1217 -1.2921
H -1.3832 0.3824 0.6300
H 0.3797 2.6063 1.0017
```

Properties
- Energy relative to the best compared isomer or geometry (same formula, charge and spin): 69.4 kcal/mol
- Energy: -8370.2706 eV



Entry 8:
A 2-piece molecular cluster, C4H8O2 overall, computed with ωB97M-V/def2-TZVPD.

Structure (XYZ):
```
14
Properties=species:S:1:pos:R:3
C -0.9062 -0.7462 0.6096
C -1.2812 0.4905 0.2868
O -0.3927 1.4334 -0.1685
C 0.9037 1.1484 0.3225
C 1.3038 -0.2837 -0.0047
O 0.3683 -1.2183 0.5217
H -1.6124 -1.5177 0.8910
H -0.9313 -1.4978 -1.8755
H -1.2698 -0.8901 -1.6016
H -2.3015 0.8381 0.3787
H 0.9039 1.2967 1.4102
H 1.5937 1.8570 -0.1419
H 2.2729 -0.5233 0.4456
H 1.3724 -0.4160 -1.0909
```

Properties
- Energy relative to the best compared isomer or geometry (same formula, charge and spin): 71.1 kcal/mol
- Energy: -8370.1966 eV
- SMILES: C1=COCCO1.[H][H]